(1)
{"formula": "C19H21IN2O3SZn", "method": "the ωB97M-V functional and the def2-TZVPD basis", "species": ["C", "C", "H", "H", "H", "H", "H", "H", "C", "C", "C", "C", "H", "H", "H", "H", "N", "C", "C", "N", "C", "C", "C", "H", "H", "C", "H", "H", "Zn", "I", "C", "C", "C", "C", "C", "C", "C", "S", "O", "O", "O", "H", "H", "H", "H", "H", "H", "H"], "xyz": [[-0.303024, -3.002321, -1.499729], [-2.903594, -1.365794, -1.365451], [-0.069420, -3.384541, -2.517803], [-1.341640, -3.167201, -1.082850], [0.542145, -2.950153, -0.762592], [-3.377920, -0.511596, -1.930628], [-2.947066, -2.413220, -1.785357], [-2.924177, -1.316394, -0.280145], [1.862501, 0.285401, -2.981958], [2.779044, 1.196505, -3.540740], [2.384427, 2.548090, -3.570578], [1.149237, 2.909835, -3.054280], [2.042053, -0.795989, -3.008144], [3.710466, 0.840746, -3.925358], [3.047348, 3.307384, -4.000893], [0.787264, 3.936956, -3.083826], [0.714124, 0.657473, -2.482379], [0.312984, 1.931479, -2.461660], [-0.991850, 2.258022, -1.832614], [-1.773994, 1.257928, -1.415016], [-2.897217, 1.506578, -0.757362], [-2.613817, 3.857853, -1.000010], [-3.385352, 2.795650, -0.542350], [-3.446730, 0.642276, -0.399886], [-4.333813, 2.892376, -0.021157], [-1.400329, 3.595823, -1.634763], [-0.747197, 4.378067, -1.972492], [-2.942151, 4.888617, -0.850875], [-0.981273, -1.202677, -1.664055], [-1.130501, -1.159177, -4.406202], [2.512170, -2.890501, 5.477425], [1.834725, -2.112561, 4.397316], [1.356216, -0.828101, 4.640051], [0.737494, -0.081428, 3.640698], [0.613395, -0.643101, 2.358685], [1.075405, -1.934867, 2.098761], [1.682459, -2.655153, 3.125716], [-0.294396, 0.273922, 1.050509], [-1.706331, -0.021151, 1.322775], [0.202687, 1.658331, 1.155342], [0.253547, -0.403609, -0.204389], [3.469655, -2.440821, 5.756673], [1.903393, -2.930799, 6.384047], [2.710212, -3.915011, 5.157241], [1.466801, -0.398359, 5.629967], [0.356175, 0.921735, 3.828051], [0.964301, -2.358022, 1.100198], [2.041563, -3.658499, 2.912088]], "forces_ev_per_a": [[0.5, -2.2, 0.3], [-2.9, -1.0, -0.8], [-0.4, 0.1, 1.1], [1.6, -0.7, -0.3], [-1.0, 0.0, -0.9], [0.6, -1.6, 0.5], [-0.5, 1.4, 0.2], [0.1, 0.2, 0.1], [1.1, 0.4, -0.8], [-1.4, 0.4, 0.7], [0.5, -0.6, -0.1], [-0.9, -0.2, 0.6], [0.1, 0.4, 0.1], [0.4, 0.0, -0.2], [-0.3, -0.3, 0.2], [0.4, -0.2, -0.1], [-1.5, 0.1, 0.4], [1.5, 0.1, -0.9], [-0.6, 0.8, 0.3], [0.3, -0.5, -0.2], [-0.2, 0.8, -0.2], [0.1, 0.1, -0.1], [0.3, -0.5, -0.1], [0.0, 0.4, 0.1], [0.2, 0.3, -0.1], [-0.1, -1.0, 0.1], [-0.1, 0.3, 0.1], [0.1, -0.3, -0.1], [2.4, 4.8, -1.0], [-0.2, -0.4, 0.4], [0.2, -0.2, 0.3], [-0.1, 0.0, -0.3], [-0.2, 0.4, -0.2], [0.1, -0.4, -0.6], [-0.5, 0.2, -0.2], [-0.1, 0.5, 0.3], [-0.1, 0.0, -0.3], [2.2, -0.2, 1.2], [0.9, 0.5, -0.6], [-1.4, -1.6, -0.4], [-1.4, 0.0, 1.2], [-0.1, 0.0, -0.1], [0.0, 0.0, -0.1], [0.0, 0.1, 0.0], [0.0, 0.0, 0.0], [0.1, -0.2, 0.0], [0.1, 0.2, 0.4], [0.0, 0.1, 0.1]], "spin_multiplicity": 1, "lumo_ha": [-0.1065, -0.0995], "e_homo_ev": [-8.597, -8.675], "charge": 0, "total_energy_ha": -3546.9297}



(2)
{"formula": "C22H39N2O2P3Re", "method": "the ωB97M-V functional and the def2-TZVPD basis", "species": ["P", "C", "H", "H", "H", "C", "H", "H", "H", "C", "H", "H", "H", "P", "C", "H", "H", "H", "C", "H", "H", "H", "C", "H", "H", "H", "P", "C", "H", "H", "H", "C", "H", "H", "H", "C", "H", "H", "H", "Re", "C", "O", "C", "O", "C", "C", "C", "C", "C", "C", "H", "H", "H", "H", "H", "H", "N", "C", "C", "C", "N", "C", "C", "H", "H", "H", "H", "H", "H"], "xyz": [[-1.711492, -3.140700, -0.225352], [-3.356720, -2.754737, 0.464166], [-3.933473, -3.683325, 0.539319], [-3.877755, -2.027133, -0.165330], [-3.219936, -2.318249, 1.461256], [-2.112356, -3.815195, -1.867786], [-1.205119, -4.239752, -2.312364], [-2.499589, -3.021799, -2.511876], [-2.855152, -4.597950, -1.699207], [-1.431666, -4.747662, 0.616616], [-2.059883, -5.485288, 0.105909], [-1.698019, -4.690776, 1.676047], [-0.378094, -5.033057, 0.527065], [2.552527, 0.199153, 3.139991], [1.133136, 0.898751, 4.010990], [1.376711, 1.175079, 5.044578], [0.309277, 0.173851, 4.024232], [0.769646, 1.797484, 3.493546], [3.270541, -1.236847, 4.004117], [4.167371, -1.568195, 3.460706], [2.559434, -2.068744, 4.061141], [3.560014, -0.916637, 5.013919], [3.974701, 1.320264, 3.262131], [4.467632, 1.170782, 4.234291], [3.672402, 2.369017, 3.163436], [4.697876, 1.085069, 2.467933], [0.474609, 2.633387, -2.200883], [-0.673863, 3.996148, -1.810703], [-0.582314, 4.751267, -2.599959], [-0.389072, 4.418742, -0.839459], [-1.700233, 3.617300, -1.753139], [1.947501, 3.645015, -2.635899], [1.628514, 4.492546, -3.253304], [2.669242, 3.032558, -3.187754], [2.418827, 4.004813, -1.714480], [-0.086086, 2.220931, -3.887910], [0.381221, 2.951321, -4.558600], [-1.178749, 2.267532, -3.954028], [0.249665, 1.206232, -4.139212], [2.034749, -0.574446, 0.660132], [0.397360, -1.208495, 1.598428], [-0.538903, -1.619398, 2.157796], [1.729136, 1.406745, 0.751053], [1.591086, 2.568640, 0.817598], [3.704303, -0.341013, -0.692882], [2.516247, -0.259888, -1.435949], [1.523827, -1.240459, -1.286857], [1.843888, -2.417498, -0.597429], [2.978210, -2.470214, 0.213636], [3.931419, -1.436097, 0.157409], [4.431778, 0.454793, -0.691067], [2.324605, 0.573617, -2.094655], [0.577794, -1.126239, -1.793816], [1.164441, -3.259519, -0.615055], [3.151600, -3.283065, 0.898963], [4.807983, -1.471981, 0.777746], [-5.696799, 1.995998, -1.176854], [-4.449317, 1.575543, -0.838670], [-3.628779, 0.864299, -1.738015], [-2.357324, 0.475393, -1.312041], [-1.882550, 0.710577, -0.075998], [-2.675763, 1.368068, 0.790370], [-3.948201, 1.829629, 0.458339], [-6.079667, 1.840298, -2.100059], [-6.272088, 2.513116, -0.530019], [-3.983143, 0.611013, -2.738499], [-1.696987, -0.054565, -2.004474], [-2.281926, 1.533606, 1.793996], [-4.548257, 2.360346, 1.192732]], "forces_ev_per_a": [[-2.5, -3.0, 0.3], [0.4, 1.5, 0.2], [0.2, 0.0, -0.1], [0.0, -0.2, 0.1], [-0.2, -0.2, -0.1], [1.0, 1.2, -0.7], [-0.3, 0.0, -0.1], [0.0, -0.3, -0.1], [0.0, 0.1, 0.0], [1.3, 0.6, 0.6], [0.1, 0.2, 0.0], [0.1, 0.0, -0.1], [-0.2, -0.3, 0.1], [1.4, -1.4, -1.1], [-0.3, 0.0, 0.1], [0.1, -0.1, -0.2], [0.2, 0.1, 0.1], [0.2, -0.2, 0.1], [-0.5, 0.0, 0.4], [-0.3, 0.2, 0.1], [0.2, 0.1, 0.1], [0.0, -0.3, -0.2], [0.0, 0.5, -0.1], [-0.2, 0.1, -0.3], [0.1, -0.2, 0.0], [-0.2, 0.0, 0.3], [-0.2, 3.2, -2.5], [-0.4, -0.7, 1.5], [0.1, -0.2, 0.0], [-0.2, 0.2, -0.2], [0.1, 0.2, 0.0], [1.0, -1.0, 1.1], [-0.2, -0.2, 0.1], [0.0, 0.2, 0.1], [0.0, 0.1, -0.3], [-0.3, -1.5, 0.3], [0.0, -0.1, 0.1], [0.3, 0.0, 0.0], [-0.1, 0.3, -0.4], [-3.5, 3.8, 4.0], [-1.3, 0.0, 1.1], [1.7, 0.6, -1.3], [-0.8, 1.9, 0.5], [0.4, -2.9, -0.4], [1.6, 0.2, -0.7], [0.3, 0.3, -0.6], [-0.5, -0.6, -2.0], [-0.1, -0.7, 0.1], [1.1, -1.5, 0.1], [0.9, 0.0, 0.2], [0.1, 0.1, -0.3], [0.1, 0.2, 0.1], [0.1, -0.2, -0.2], [-0.2, 0.1, 0.3], [0.0, -0.3, -0.2], [0.3, -0.1, 0.0], [1.7, -0.6, 0.2], [-1.5, 0.5, -0.1], [0.8, -0.6, -0.6], [-0.8, 0.2, -0.3], [-0.4, 0.2, 0.0], [-0.2, 0.1, -0.1], [0.4, 0.0, 0.7], [-0.1, -0.1, -0.3], [-0.3, 0.2, 0.3], [0.1, 0.1, 0.2], [-0.2, 0.1, 0.2], [-0.1, 0.0, -0.3], [0.1, 0.0, -0.1]], "spin_multiplicity": 4, "lumo_ha": [-0.4075, -0.5541], "e_homo_ev": [-18.944, -18.934], "charge": 4, "total_energy_ha": -2222.4726}



(3)
{"formula": "C31H38HfN2P2", "method": "the ωB97M-V functional and the def2-TZVPD basis", "species": ["C", "C", "C", "C", "C", "C", "C", "C", "N", "Hf", "C", "P", "H", "H", "H", "H", "H", "H", "H", "H", "C", "C", "H", "C", "C", "H", "H", "H", "H", "H", "H", "H", "H", "H", "H", "H", "H", "H", "H", "N", "P", "C", "C", "C", "C", "C", "C", "C", "C", "C", "C", "C", "C", "C", "C", "C", "C", "C", "C", "H", "H", "H", "H", "H", "H", "H", "H", "H", "H", "H", "H", "H", "H", "H"], "xyz": [[1.030857, 2.256086, -4.218073], [2.047344, 1.557186, -3.573577], [1.777357, 0.771889, -2.440972], [0.470109, 0.650874, -1.932728], [-0.532724, 1.418324, -2.567556], [-0.266736, 2.157286, -3.726372], [2.924682, 0.044105, -1.784193], [3.324389, 0.537778, -0.385858], [2.170083, 1.023559, 0.474549], [0.325939, -0.202196, 0.138805], [-1.886798, 1.556749, -1.916388], [-1.643628, 1.516136, -0.086702], [3.075489, 1.584683, -3.940207], [-1.097548, 2.677723, -4.201480], [1.248433, 2.879384, -5.086131], [-2.587501, 0.749103, -2.181399], [-2.369489, 2.512185, -2.180845], [2.732021, -1.045009, -1.745680], [3.810734, 0.182066, -2.420223], [3.841308, -0.260399, 0.163051], [-3.338560, 1.478530, 0.588007], [-1.283871, 3.290917, 0.135464], [4.020659, 1.387555, -0.446486], [2.049180, 2.499765, 0.274956], [2.542934, 0.812535, 1.897051], [-1.400098, -0.324919, 0.438107], [3.017579, 2.941460, 0.562286], [1.841088, 2.729251, -0.777019], [1.258588, 2.915103, 0.912695], [3.409766, 1.454031, 2.117960], [1.709992, 1.073790, 2.565853], [2.828040, -0.235231, 2.055103], [-2.168027, 3.888854, -0.134460], [-1.035570, 3.498415, 1.183028], [-0.454352, 3.631125, -0.497436], [-3.918398, 2.337695, 0.207350], [-3.835938, 0.541317, 0.298276], [-3.281991, 1.531387, 1.687138], [1.018838, -1.976898, 2.110275], [0.359657, -2.006861, 1.339510], [-0.754371, -3.237890, 1.720612], [-1.785778, -2.636430, 3.090210], [-1.715738, -3.176423, 4.396173], [-2.351214, -2.559294, 5.473077], [-3.000520, -1.338099, 5.280058], [-3.024817, -0.761059, 4.001681], [-2.504660, -1.445976, 2.905472], [-1.502523, -3.931897, 0.217122], [-1.364047, -5.307903, -0.100568], [-1.967336, -5.854666, -1.228807], [-2.555892, -5.013639, -2.172935], [-2.602371, -3.639855, -1.930077], [-2.152094, -3.112268, -0.720136], [-0.136882, -4.745827, 2.493018], [1.231607, -5.001199, 2.603531], [1.665750, -6.184879, 3.205672], [0.749640, -7.152885, 3.608878], [-0.628430, -6.932634, 3.480979], [-1.072144, -5.741792, 2.903894], [-1.145661, -4.083666, 4.601943], [-2.306893, -3.023466, 6.461547], [-3.488218, -0.847507, 6.122196], [-3.454344, 0.233259, 3.869043], [-2.598448, -1.034203, 1.897293], [-0.805740, -5.985993, 0.547414], [-1.959159, -6.936155, -1.357196], [-2.994004, -5.442694, -3.071236], [-3.003900, -2.973178, -2.690737], [-2.298333, -2.049034, -0.512710], [1.937066, -4.271454, 2.211373], [2.731979, -6.349013, 3.336960], [1.104889, -8.093296, 4.022701], [-1.348721, -7.687730, 3.819138], [-2.150091, -5.615404, 2.750127]], "forces_ev_per_a": [[0.0, -0.2, 0.0], [0.2, -0.2, 0.4], [-0.2, 0.0, -0.8], [0.0, -0.1, -0.1], [0.2, 0.1, -0.3], [-0.1, 0.0, 0.4], [0.3, -0.2, -0.1], [0.0, 0.2, 0.2], [0.6, 0.6, 0.5], [-0.5, 0.1, -1.0], [-0.3, -0.9, 0.1], [0.4, 2.8, -0.4], [-0.3, 0.2, 0.0], [0.3, 0.1, 0.0], [-0.1, -0.3, 0.2], [0.2, 0.1, -0.1], [0.1, -0.4, 0.2], [0.0, 0.3, -0.1], [-0.2, -0.3, 0.2], [-0.1, 0.2, -0.2], [0.1, -0.6, 0.3], [-0.2, 0.7, 0.1], [-0.1, -0.3, -0.1], [0.1, 0.3, 0.0], [0.2, 0.0, 0.2], [-1.1, -1.4, 0.1], [-0.3, 0.0, -0.1], [0.0, -0.1, 0.3], [0.2, -0.2, -0.2], [-0.2, -0.3, 0.2], [0.2, 0.1, -0.1], [0.0, 0.2, 0.1], [0.3, -0.1, 0.1], [-0.1, 0.1, -0.2], [-0.2, -0.2, 0.1], [0.4, -0.4, 0.1], [0.1, 0.3, 0.2], [-0.2, 0.0, -0.4], [0.3, 0.0, 0.2], [-0.7, -1.6, 0.0], [0.3, -0.6, 0.5], [-0.5, 0.5, 0.2], [0.3, -0.1, -0.2], [-0.1, 0.3, -0.3], [0.2, -0.1, -0.2], [-0.2, -0.1, 0.1], [0.2, 0.2, 0.2], [-0.2, 0.1, -0.7], [0.0, 0.1, 0.5], [0.1, 0.4, 0.0], [0.0, -0.1, 0.3], [-0.1, 0.0, 0.0], [0.1, 0.0, -0.1], [0.6, -0.8, -0.1], [-0.6, 0.0, 0.3], [0.0, -0.1, -0.2], [0.0, 0.2, 0.1], [0.1, 0.4, -0.3], [0.2, 0.1, 0.1], [-0.2, 0.4, -0.1], [0.0, 0.2, -0.4], [0.2, 0.0, -0.3], [-0.1, -0.4, 0.0], [0.0, 0.0, 0.4], [-0.3, 0.3, -0.2], [0.1, 0.3, -0.1], [0.1, 0.2, 0.1], [-0.1, -0.1, 0.2], [0.1, -0.3, -0.1], [0.0, -0.2, 0.2], [-0.2, -0.1, -0.1], [0.0, 0.2, 0.0], [0.3, 0.4, -0.3], [0.4, 0.2, 0.1]], "spin_multiplicity": 1, "lumo_ha": -0.2398, "e_homo_ev": -13.763, "charge": 2, "total_energy_ha": -2043.7492}